{"formula": "C37H55BClF10N4OS", "method": "ωB97M-V/def2-TZVPD", "symbols": ["Cl", "S", "F", "F", "F", "F", "F", "F", "F", "F", "F", "F", "O", "N", "N", "N", "N", "C", "C", "C", "C", "C", "C", "C", "C", "C", "C", "C", "C", "C", "C", "C", "C", "C", "C", "C", "C", "C", "C", "C", "C", "C", "C", "C", "C", "C", "C", "C", "C", "C", "C", "C", "C", "C", "B", "H", "H", "H", "H", "H", "H", "H", "H", "H", "H", "H", "H", "H", "H", "H", "H", "H", "H", "H", "H", "H", "H", "H", "H", "H", "H", "H", "H", "H", "H", "H", "H", "H", "H", "H", "H", "H", "H", "H", "H", "H", "H", "H", "H", "H", "H", "H", "H", "H", "H", "H", "H", "H", "H", "H"], "positions_angstrom": [[2.585, 2.189, -5.425], [2.978, -1.461, 0.121], [0.323, -1.821, -3.557], [-1.823, -2.245, -0.792], [-1.958, 5.320, -2.800], [-4.504, 0.747, 6.144], [-1.118, 3.747, -4.019], [0.182, 5.292, -3.082], [0.586, -5.448, 2.132], [-1.897, -1.973, -3.443], [0.251, -2.957, -0.967], [-0.668, -3.682, -3.043], [1.393, -1.794, 2.672], [-0.543, -2.789, 1.611], [-0.294, 0.632, -1.463], [-3.204, 1.303, -1.110], [-2.368, 2.722, 3.000], [-0.243, 0.458, 1.456], [2.195, -7.146, -0.630], [1.326, -6.357, 1.440], [2.691, -8.304, 1.419], [-6.237, 0.309, 4.611], [1.941, -7.379, 2.130], [3.565, 1.238, -1.288], [-2.334, 0.218, 2.876], [1.975, 2.845, -3.822], [-6.996, 2.977, 4.770], [-7.697, 2.103, 3.952], [3.714, -0.896, -2.950], [1.986, 0.079, 0.374], [-1.790, 0.294, 1.450], [0.915, 1.554, -1.688], [-2.059, 1.467, 3.701], [2.821, -8.187, 0.041], [4.107, 0.528, -2.540], [-0.823, 3.677, -1.632], [0.481, 2.988, -1.230], [2.126, 1.223, -0.712], [-0.642, -1.984, -1.349], [-2.761, 0.429, -2.211], [-0.726, -2.346, -2.884], [0.120, -0.712, -0.910], [5.645, 0.568, -2.448], [1.317, 1.610, -3.176], [1.435, -6.221, 0.072], [-0.884, 4.484, -2.910], [-7.319, 0.770, 3.875], [-5.919, 2.521, 5.517], [-1.305, 0.648, -2.572], [0.535, -0.545, 0.565], [3.133, 3.660, -3.266], [3.661, 0.292, 2.365], [-5.556, 1.194, 5.423], [2.565, 0.713, 1.664], [0.508, -1.769, 1.599], [-5.365, 3.185, 6.168], [1.831, 0.681, -3.406], [-1.729, 3.079, -1.608], [3.175, -9.117, 1.942], [3.146, 4.613, -3.791], [-3.310, 0.732, -3.101], [4.321, -1.627, -2.424], [-2.209, 3.515, 3.606], [-3.082, -0.595, -2.053], [3.905, 2.267, -1.363], [-5.922, -0.725, 4.561], [1.311, 3.681, -1.303], [-3.409, 0.039, 2.879], [2.193, 2.082, -0.053], [4.190, 0.940, -0.443], [5.957, 1.524, -2.024], [4.100, 3.223, -3.490], [0.011, 1.504, 1.280], [0.471, 1.486, -3.847], [0.931, -5.407, -0.432], [2.085, 1.615, 2.042], [6.009, -0.208, -1.777], [2.671, -1.154, -2.783], [4.253, -1.057, 0.047], [0.352, 2.887, -0.148], [4.550, 0.913, 2.408], [3.909, 1.141, -3.414], [1.022, -0.908, -1.489], [3.127, 3.904, -2.208], [-2.184, 1.234, 1.078], [-1.001, 1.489, 3.991], [-1.726, 2.866, 2.230], [-4.005, 1.838, -1.416], [3.410, -8.908, -0.508], [3.673, -0.666, 2.869], [1.962, -2.566, 2.622], [-3.577, 0.720, -0.373], [3.927, -1.032, -4.009], [6.099, 0.521, -3.432], [-7.867, 0.086, 3.242], [-1.257, -2.588, 2.299], [-0.975, 0.093, -3.439], [-7.287, 4.016, 4.829], [-1.881, -0.617, 3.416], [-0.820, 1.169, -0.758], [1.229, 3.529, -4.193], [0.041, 0.306, 2.497], [2.298, -7.052, -1.702], [-0.128, -3.699, 1.776], [1.832, -7.448, 3.204], [-1.033, 4.431, -0.876], [-1.315, 1.632, -3.026], [-2.640, 1.470, 4.616], [-8.540, 2.459, 3.375], [-2.118, -0.548, 0.848]], "forces_ev_per_angstrom": [[-0.175, 0.085, 0.027], [-0.350, -0.463, -0.566], [-0.705, 0.027, 0.246], [-0.220, 0.332, -0.234], [0.365, -0.362, -0.227], [0.026, -0.008, -0.012], [0.595, 0.127, 0.068], [-0.132, -0.654, -0.293], [0.100, -0.125, 0.063], [0.816, 0.083, 0.089], [-0.081, 0.176, 0.383], [0.006, 0.899, 0.250], [0.318, 0.698, -0.802], [0.166, 0.695, -0.853], [-1.120, 0.598, 0.110], [-0.025, -0.295, -0.207], [-0.249, -0.118, -0.366], [-1.352, -0.331, -0.033], [0.040, -0.065, 0.097], [0.155, -0.203, -0.186], [-0.012, 0.064, -0.130], [0.110, -0.227, -0.024], [-0.040, 0.008, 0.272], [0.358, -0.324, 0.295], [-0.307, -0.216, 0.300], [0.864, -0.344, -0.630], [-0.009, -0.103, -0.048], [-0.047, 0.018, -0.050], [-0.016, 0.061, 0.171], [-0.062, -1.547, 2.145], [0.480, 0.885, 0.709], [0.797, 1.898, -0.393], [0.738, 0.770, -0.082], [0.029, -0.036, -0.018], [0.692, -0.105, -0.649], [-0.010, 0.530, -0.447], [-0.854, -0.558, 1.014], [0.229, -0.540, 0.047], [0.668, -1.019, -0.103], [-0.858, -0.014, 0.197], [-0.483, -0.864, -0.575], [-0.359, 0.078, -0.687], [-0.376, 0.656, 0.388], [-0.407, -1.148, -0.347], [-0.111, 0.227, -0.091], [-1.068, 0.929, 0.574], [0.035, 0.117, 0.019], [0.148, 0.141, 0.129], [-0.075, 0.614, -1.301], [1.253, 1.130, -0.220], [0.373, 0.474, -0.062], [-0.535, 0.068, -0.362], [-0.222, 0.084, -0.151], [0.362, -0.017, 0.210], [-0.388, -1.182, 0.783], [0.009, -0.022, 0.009], [0.610, 0.248, 0.032], [0.108, -0.355, 0.031], [0.002, 0.005, 0.026], [-0.125, 0.088, -0.078], [0.175, -0.095, -0.289], [-0.096, -0.159, 0.131], [-0.162, -0.011, 0.207], [0.381, -0.154, 0.201], [-0.292, 0.183, -0.306], [-0.009, -0.001, 0.052], [0.158, -0.043, -0.370], [-0.095, -0.016, -0.218], [-0.292, 0.206, -0.064], [-0.120, -0.291, 0.121], [0.099, 0.073, 0.020], [0.024, -0.290, 0.115], [0.150, 0.008, -0.280], [-0.376, 0.170, 0.356], [-0.011, -0.004, 0.016], [0.748, 1.019, -1.186], [0.185, -0.173, -0.126], [-0.063, -0.023, -0.020], [-0.145, 0.301, 0.017], [0.083, 0.022, 0.090], [-0.579, 0.849, 1.730], [-0.346, 0.158, 0.073], [0.276, -0.007, 0.252], [-0.348, -0.099, 0.091], [-0.339, -0.238, -0.505], [0.035, -0.294, 0.230], [0.038, -0.020, -0.085], [0.072, 0.261, -0.062], [-0.002, -0.003, -0.005], [0.793, -0.835, -1.400], [0.031, -0.231, 0.384], [0.119, 0.070, 0.234], [-0.026, 0.094, -0.133], [0.121, -0.410, -0.067], [0.005, -0.024, 0.006], [-0.086, -0.237, 0.100], [0.059, -0.662, 0.330], [0.001, 0.008, 0.028], [0.002, -0.139, 0.017], [-0.070, -0.589, 0.416], [-0.327, 0.027, 0.379], [0.520, -0.109, -0.024], [-0.025, 0.006, -0.011], [-0.348, -0.025, 0.362], [-0.027, 0.005, -0.009], [0.233, 0.113, 0.145], [0.349, 0.355, 0.552], [-0.086, -0.250, 0.103], [-0.009, 0.003, 0.009], [-0.059, -0.070, -0.067]], "mulliken_charge": [-0.1528, -0.2890, -0.1479, -0.2975, -0.3416, -0.3717, -0.2455, -0.2550, -0.4094, -0.2502, -0.1950, -0.2870, -0.6198, -0.4415, 1.8730, -0.4753, -0.5994, -2.2573, -0.5658, 0.4111, -0.4250, -0.3009, -0.5389, -2.8084, -1.3528, -0.3188, -0.3745, -0.5063, -1.6552, 1.7526, -1.5824, 2.5649, -0.7066, -0.5392, 1.6768, -1.3062, -1.8484, 0.0462, 0.5781, -2.0414, 0.4372, -0.4775, -1.8739, -2.0969, -0.2044, 0.6678, -0.4823, -0.3615, -1.5079, 0.5966, -1.7536, -1.3245, 0.3343, -0.5064, 1.1259, 0.4360, 1.0554, -0.1448, 0.3805, 0.4833, 0.6872, 0.5168, 0.3084, 0.5266, 0.7916, 0.4752, 0.7509, 0.5462, 0.7752, 1.4326, 0.4509, 0.4410, -0.1651, 0.5463, 0.5217, 0.3593, 0.3757, 0.1946, 0.2761, 0.7105, 0.3276, -0.6287, -1.2038, 0.2811, 0.7844, 0.2699, 0.1327, 0.2762, 0.3852, 0.2377, 0.2983, 0.2218, 0.3353, 0.4245, 0.3857, 0.2478, 0.7267, 0.3791, 0.1769, 0.2563, 0.9657, 1.9431, 0.3824, 0.0293, 0.4239, 0.6344, 1.1413, 0.5177, 0.3947, 0.5515], "largest_force_ha_per_bohr": 0.0515, "total_charge": 1, "gap_ev": 8.32, "total_energy_ha": -3618.693916}